(1)
The following is a quantum chemistry calculation of 9 unconnected molecules or ions with the total composition C12H43N17O9 at a distorted geometry, from OMol25.

Geometry as ORCA input:
```
! wB97M-V def2-TZVPD RIJCOSX def2/J DEFGRID3
* xyz 0 1
C -2.86 -17.77 14.67
O -4.07 -17.72 14.56
N -2.13 -18.95 14.59
N -2.10 -16.67 14.97
H -2.64 -19.77 14.33
H -1.17 -18.88 14.27
H -1.10 -16.67 14.87
H -2.65 -15.83 14.85
C 1.85 -16.69 17.05
O 0.71 -16.85 16.57
N 2.66 -17.72 17.41
N 2.32 -15.45 17.34
H 3.25 -17.57 18.23
H 2.21 -18.64 17.39
H 3.25 -15.31 17.71
H 1.78 -14.65 17.06
C 0.91 -18.28 12.68
O 0.35 -19.25 13.18
N 1.03 -18.21 11.31
N 1.44 -17.27 13.38
H 1.53 -17.49 10.83
H 0.82 -19.04 10.80
H 1.43 -17.31 14.40
H 2.04 -16.56 12.99
C 3.89 -22.42 19.80
O 4.75 -22.92 20.52
N 3.21 -23.18 18.89
N 3.52 -21.11 19.93
H 3.21 -24.15 19.13
H 2.44 -22.81 18.35
H 2.75 -20.79 19.35
H 3.95 -20.66 20.71
C 4.81 -17.50 20.41
O 3.76 -17.05 19.95
N 5.52 -16.90 21.41
N 5.40 -18.62 19.88
H 6.45 -17.15 21.66
H 5.06 -16.16 21.92
H 4.91 -19.24 19.27
H 6.24 -18.91 20.36
C 0.57 -20.26 17.31
O 1.66 -20.63 17.80
N -0.38 -19.64 18.05
N 0.25 -20.44 16.01
H -0.17 -19.34 18.99
H -1.11 -19.12 17.58
H 0.95 -20.93 15.47
H -0.52 -20.00 15.56
C 4.46 -12.95 18.68
O 4.87 -13.93 18.08
N 4.77 -12.73 20.01
N 3.62 -12.02 18.14
H 5.47 -13.34 20.39
H 4.48 -11.94 20.54
H 3.32 -11.19 18.62
H 3.27 -12.24 17.23
C -1.90 -16.82 19.30
O -2.43 -17.54 18.47
N -2.52 -16.47 20.47
N -0.62 -16.36 19.15
H -2.08 -15.85 21.12
H -3.41 -16.87 20.71
H -0.08 -15.97 19.90
H -0.24 -16.60 18.24
C 2.46 -11.19 14.53
C 2.26 -12.71 14.44
C 0.94 -13.12 15.13
O 1.10 -12.88 16.51
C -0.18 -12.91 17.16
N 2.16 -13.16 13.03
H 2.32 -10.86 15.56
H 1.73 -10.66 13.91
H 3.43 -10.92 14.13
H 3.09 -13.26 14.87
H 0.80 -14.17 14.89
H 0.13 -12.54 14.66
H -0.74 -13.80 16.88
H -0.75 -12.01 16.89
H 0.01 -12.89 18.23
H 2.94 -12.82 12.49
H 1.31 -12.76 12.64
*
```

HOMO: -9.081 eV
Gap between HOMO and LUMO: 9.32 eV
SMILES: COC[C@H](C)N.NC(N)=O.NC(N)=O.NC(N)=O.NC(N)=O.NC(N)=O.NC(N)=O.NC(N)=O.NC(N)=O
Energy relative to the best compared isomer or geometry (same formula, charge and spin): 0.000 eV

=====

(2)
The following is a quantum chemistry calculation of a molecular structure, C12H44B2InO11 at a distorted geometry, from OMol25.

Geometry as ORCA input:
```
! wB97M-V def2-TZVPD RIJCOSX def2/J DEFGRID3
* xyz 1 1
In -4.06 20.54 14.54
B -7.01 21.14 14.64
H -7.07 21.63 15.68
H -6.37 21.75 13.91
H -6.70 20.03 14.70
H -8.11 21.10 14.34
B -4.86 18.69 16.65
H -5.80 19.36 16.52
H -3.85 19.21 16.87
H -4.99 17.88 17.45
H -4.84 18.18 15.60
C -9.40 25.20 14.81
C -9.71 23.73 14.76
O -8.97 23.19 13.67
H -9.54 25.65 13.83
H -8.32 25.26 14.99
H -9.98 25.73 15.57
H -10.78 23.48 14.75
H -9.38 23.22 15.67
H -8.53 22.38 13.98
C -7.57 22.77 11.21
C -8.71 23.43 10.49
O -9.14 22.72 9.35
O -8.02 21.59 11.88
H -7.27 23.52 11.96
H -6.69 22.65 10.59
H -8.53 24.46 10.17
H -9.55 23.69 11.16
H -10.09 22.75 9.24
H -8.67 21.85 12.54
C -5.28 23.83 12.77
C -4.39 24.46 13.81
O -3.74 23.51 14.66
O -4.69 22.57 12.43
H -5.30 24.49 11.90
H -6.32 23.77 13.11
H -4.88 25.24 14.40
H -3.62 25.02 13.27
H -3.21 24.02 15.28
H -4.65 22.57 11.47
C -5.19 23.89 18.37
C -4.85 22.42 18.21
O -4.99 22.03 16.85
O -6.57 24.15 18.54
H -4.86 24.49 17.53
H -4.67 24.26 19.27
H -5.27 21.76 18.98
H -3.76 22.44 18.30
H -5.96 22.00 16.71
H -6.88 23.74 19.36
C -6.08 18.65 12.46
C -5.06 17.55 12.34
O -4.25 17.63 13.50
O -5.53 19.95 12.25
H -6.56 18.52 13.43
H -6.78 18.49 11.63
H -4.52 17.75 11.41
H -5.56 16.58 12.33
H -3.78 16.80 13.65
H -6.25 20.59 12.23
C -9.72 19.64 15.92
C -10.75 18.82 16.66
O -10.20 17.68 17.31
O -8.66 20.09 16.82
H -10.04 20.52 15.36
H -9.11 18.95 15.31
H -11.59 18.54 16.03
H -11.22 19.47 17.41
H -10.91 17.20 17.73
H -7.98 20.49 16.24
*
```

HOMO: -11.867 eV
Gap between HOMO and LUMO: 3.35 eV
Energy relative to the best compared isomer or geometry (same formula, charge and spin): 0.139 eV